1.
This record from the Open Molecules 2025 dataset describes a single C7H9N3O3 molecule in a non-equilibrium geometry. The level of theory is wB97M-V/def2-TZVPD.

The SMILES is CCOC(=O)c1cnc(N)nc1O. The calculation puts the frontier orbital gap at 9.147 eV. Its HOMO energy is -0.329 Ha.

Geometry as ORCA input:
```
! RIJCOSX wB97M-V def2-TZVPD def2/J DEFGRID3
* xyz 0 1
C 3.8236 -0.5136 0.8003
C 3.3756 -0.7965 -0.6657
O 1.8825 -0.9027 -0.5736
C 1.2612 0.2702 -0.1011
O 1.7846 1.4221 0.0513
C -0.1067 0.0668 0.1593
C -0.6118 -1.3214 0.1333
N -1.9261 -1.5354 0.2683
C -2.7392 -0.4118 -0.0925
N -4.0456 -0.8718 0.0384
N -2.3547 0.9370 -0.2405
C -1.0137 1.1501 0.0406
O -0.7074 2.4986 0.0481
H 4.9309 -0.1504 0.7255
H 3.9492 -1.4911 1.4733
H 3.0949 0.2525 1.3311
H 3.8522 -1.6328 -1.1361
H 3.4890 0.2667 -1.1607
H -0.0420 -2.2073 0.2402
H -4.1139 -1.9683 0.0448
H -4.7894 -0.2080 0.1617
H 0.3036 2.6243 0.0062
*
```

---

2.
This record from the Open Molecules 2025 dataset describes a gas-phase ion, C7H9N4 (charge +1) in a non-equilibrium geometry. The level of theory is wB97M-V/def2-TZVPD.

The SMILES is Cc1nc(C)[n+]2c(n1)CN=C2. The calculation puts the frontier orbital gap at 9.064 eV. Its HOMO energy is -0.520 Ha.

Geometry as ORCA input:
```
! RIJCOSX wB97M-V def2-TZVPD def2/J DEFGRID3
* xyz 1 1
C 0.4249 -2.1205 2.4444
C 0.1540 -1.1343 1.4152
N -0.2075 0.1697 1.5532
C -0.3714 1.0242 0.4884
C -1.0950 2.2484 0.5878
N 0.0230 0.5445 -0.6880
C 0.5539 -0.7144 -0.7978
N 0.5201 -1.5264 0.1472
C 0.7639 -0.6939 -2.6187
N 0.4678 0.6050 -2.9232
C 0.0545 1.2229 -1.9247
H 1.2975 -2.7969 2.0430
H 0.4381 -1.4223 3.3563
H -0.3513 -2.8844 2.6263
H -1.3904 2.7744 -0.2660
H -2.0452 1.8790 1.0389
H -0.7018 3.0017 1.3083
H 1.7392 -1.0645 -2.8237
H -0.0395 -1.4018 -2.9094
H -0.2349 2.2894 -2.0576
*
```

---

3.
This record from the Open Molecules 2025 dataset describes a gas-phase ion, C7H9N4S (charge +1) in a non-equilibrium geometry. The level of theory is wB97M-V/def2-TZVPD.

The SMILES is CC1=CN=C/[N+]1=N/N=C(/C)C=S. The calculation puts the frontier orbital gap (spin up / spin down) at 6.441 / 6.441 eV. Its HOMO energy (spin up / spin down) is -0.480 / -0.480 Ha.

Geometry as ORCA input:
```
! RIJCOSX wB97M-V def2-TZVPD def2/J DEFGRID3
* xyz 1 1
C -1.3204 -1.9296 0.3883
C -2.0033 -0.6434 0.1054
C -3.2601 -0.2368 0.1304
N -3.4720 1.0064 -0.2858
C -2.2959 1.4547 -0.6091
N -1.3115 0.4519 -0.4020
N -0.0772 0.7850 -0.5310
N 0.8905 -0.0135 -0.4829
C 2.0454 0.3324 -0.0392
C 3.3507 -0.3275 -0.4572
C 2.1175 1.5129 0.7226
S 0.7710 2.3842 1.0574
H -0.7101 -1.7657 1.2624
H -1.9681 -2.8195 0.6152
H -0.7129 -2.2363 -0.5653
H -4.2295 -0.7329 0.5181
H -1.8987 2.3646 -1.0052
H 3.2210 -1.4392 -0.5279
H 3.7786 0.0849 -1.3132
H 4.0662 -0.0841 0.4667
H 3.0185 1.8515 0.9524
*
```

---

4.
This record from the Open Molecules 2025 dataset describes 2 unconnected molecules or ions with the total composition C7H9N5 in a non-equilibrium geometry. The level of theory is wB97M-V/def2-TZVPD.

The calculation puts the frontier orbital gap at 8.652 eV. Its HOMO energy is -0.298 Ha.

Geometry as ORCA input:
```
! RIJCOSX wB97M-V def2-TZVPD def2/J DEFGRID3
* xyz 0 1
C 1.4432 2.4894 -1.4576
C -1.0729 -0.6706 2.7886
C 0.3953 2.9890 -0.7513
C -0.4851 -1.9381 2.6167
C 0.0617 0.8252 -1.1224
C -0.5843 -0.8767 0.7725
C 0.2782 -1.4330 -1.8575
N 1.1723 1.1273 -1.7016
N -1.1161 -0.0534 1.5971
N -0.4878 1.9701 -0.4915
N -0.1589 -2.0099 1.3322
N -0.5942 -0.4252 -1.1904
H 2.2919 2.8013 -1.8668
H -1.4592 -0.2098 3.7341
H 0.1915 3.9625 -0.4735
H -0.1239 -2.6994 3.3166
H 0.0348 -1.0722 -2.9078
H 1.4105 -1.4765 -1.5979
H -0.2594 -2.3858 -1.5800
H -1.2161 1.7733 0.1383
H 0.2784 -2.6875 0.7021
*
```